(1)
Below is a molecular structure, C16H17Cl2IrN4S4 in a non-equilibrium geometry, with properties calculated with wB97M-V/def2-TZVPD.

Positions of all 44 atoms, in Å:
N: -0.75 -1.33 1.88
C: 1.78 4.10 -1.69
H: -3.40 -0.60 1.14
C: -1.24 -2.69 1.57
C: 3.60 -0.89 2.90
H: 0.03 -1.41 2.53
C: -2.82 -0.67 -1.47
Cl: 0.26 2.55 -0.10
C: -2.06 -2.78 0.29
C: 2.64 4.31 -2.75
Cl: 3.09 0.66 -4.29
H: -2.31 -0.99 3.31
H: -3.54 1.26 -0.85
N: 4.36 -0.76 3.76
H: 3.01 5.31 -2.97
Ir: 0.18 -0.36 0.06
H: -1.19 0.35 3.04
C: 1.35 2.81 -1.45
N: -1.92 0.70 0.41
C: 2.57 1.97 -3.27
N: 3.55 -4.45 1.65
C: -1.75 -0.45 2.54
H: -3.31 0.92 1.99
S: 1.29 -2.18 -0.13
H: -2.06 -3.82 -0.04
H: -1.94 1.28 -1.58
C: 1.70 1.71 -2.21
S: -1.43 -1.79 -1.13
H: -0.36 -3.32 1.46
H: -2.89 -0.61 -2.56
H: -3.73 -1.15 -1.12
S: 1.12 0.06 -1.98
H: -1.82 -3.09 2.41
H: -1.69 1.66 0.63
H: -3.10 -2.50 0.43
C: -2.70 0.14 1.52
S: 1.75 0.40 1.46
C: 2.63 -1.03 1.86
C: 3.04 3.24 -3.54
C: 3.08 -3.43 1.44
H: 3.71 3.39 -4.38
H: 1.46 4.92 -1.05
C: -2.59 0.73 -0.91
C: 2.42 -2.18 1.18

Results
Kohn-Sham gap (alpha / beta) (hartree): 0.26763 / 0.18269
2S+1: 2
LUMO level (alpha / beta) (eV): -3.63 / -5.82
Charge: +1
Total energy (Eh): -3456.1628
Relative energy (zero: lowest compared OMol25 entry of this formula, charge and spin) (kJ/mol): 182.7
Expectation value of S²: 0.764

=====

(2)
Below is a single C16H17ClN2O molecule, with properties calculated with wB97M-V/def2-TZVPD.

Positions of all 37 atoms, in Å:
C: 1.33 0.92 1.52
O: 2.08 0.31 -1.92
C: -0.62 2.48 1.13
N: 2.11 -1.23 -0.24
H: 2.44 -0.50 4.39
H: 1.39 1.89 -0.29
H: -0.11 -1.77 -3.39
H: -0.92 2.05 3.77
C: 2.07 -2.36 -1.14
C: 1.81 0.09 3.73
C: 0.22 1.62 2.03
H: -0.88 -1.96 0.81
C: -2.00 -0.51 -0.28
H: 3.02 -0.30 2.00
H: -0.90 1.93 0.23
C: 0.69 -3.04 -1.13
C: 1.94 0.03 -0.75
H: 0.46 0.68 5.28
H: 0.65 -3.76 -1.95
C: -1.57 -0.40 -2.65
N: 1.63 1.02 0.16
C: 0.71 0.75 4.23
H: -2.54 -0.16 0.59
C: -0.38 -2.00 -1.28
H: 2.85 -3.07 -0.86
C: -0.64 -1.42 -2.52
C: -0.07 1.52 3.38
H: -0.07 3.37 0.83
H: 2.29 -1.96 -2.14
Cl: -3.39 1.34 -1.68
H: -1.75 0.05 -3.61
H: 1.76 -1.40 0.69
H: -1.52 2.79 1.64
C: 2.13 0.18 2.38
H: 0.56 -3.57 -0.19
C: -1.07 -1.53 -0.17
C: -2.24 0.05 -1.53

Results
SMILES: Cc1ccccc1NC(=O)NCCc1ccc(Cl)cc1
Kohn-Sham gap (hartree): 0.34412
LUMO level (eV): 0.75
Charge: 0
Total energy (Eh): -1264.8971
Relative energy (zero: lowest compared OMol25 entry of this formula, charge and spin) (kJ/mol): 0.0

=====

(3)
Below is a single C16H17ClN4O molecule in a non-equilibrium geometry, with properties calculated with wB97M-V/def2-TZVPD.

Positions of all 39 atoms, in Å:
C: -2.83 -0.21 1.06
N: -3.31 0.98 0.66
C: 2.33 2.26 0.38
H: 1.05 1.25 1.76
H: -0.91 -2.04 1.77
C: 2.47 2.84 -0.87
H: -4.69 2.44 0.29
C: 0.06 1.68 -0.10
C: 2.61 -0.91 -0.85
C: -1.46 -0.19 0.86
C: 0.18 2.28 -1.35
H: 0.91 -3.52 0.68
C: -0.50 -1.31 1.04
H: 1.02 -3.38 -1.09
C: -1.22 1.09 0.31
N: 3.10 -2.24 0.88
H: 0.45 -0.94 1.42
H: -1.65 -3.52 -0.08
O: 4.12 -1.37 0.70
H: 3.41 3.29 -1.16
N: -0.22 -1.96 -0.24
C: 1.14 1.68 0.77
H: -1.14 -3.08 -1.73
C: -1.37 -2.69 -0.74
H: 1.48 3.31 -2.70
N: -2.35 1.77 0.20
Cl: 3.68 2.26 1.47
H: -5.04 1.46 1.73
H: 2.08 -0.46 -1.66
H: -2.21 -2.00 -0.82
H: 4.55 0.18 -0.59
C: 2.20 -1.99 -0.03
H: -0.67 2.30 -2.01
H: -5.31 0.78 0.11
C: -4.67 1.44 0.70
C: 0.96 -2.81 -0.16
H: -3.46 -0.97 1.46
C: 1.38 2.85 -1.73
C: 3.82 -0.57 -0.33

Results
SMILES: CN(Cc1ccon1)Cc1cn(C)nc1-c1cccc(Cl)c1
Kohn-Sham gap (hartree): 0.34941
LUMO level (eV): 0.72
Charge: 0
Total energy (Eh): -1374.2987
Relative energy (zero: lowest compared OMol25 entry of this formula, charge and spin) (kJ/mol): 179.9

=====

(4)
Below is 2 unconnected molecules or ions with the total composition C16H17N in a non-equilibrium geometry, with properties calculated with wB97M-V/def2-TZVPD.

Positions of all 34 atoms, in Å:
N: 0.57 -2.62 3.84
C: -0.38 1.81 -3.58
C: -0.31 4.29 -3.65
C: -2.07 4.49 -1.54
H: 3.21 -0.62 1.16
H: 1.41 -0.71 4.32
C: 1.54 -1.42 2.20
H: 2.43 0.64 1.93
H: 0.18 4.24 -4.66
H: 1.64 -0.04 0.49
H: -1.15 -5.92 1.02
C: -0.45 -4.45 2.43
H: 0.14 -4.84 -0.98
H: 0.62 -3.09 4.73
H: 1.69 -2.68 -0.28
C: 0.34 -3.37 2.73
C: -1.31 5.59 -1.82
C: 1.21 -1.41 3.59
C: -0.88 3.13 -3.12
H: -2.39 2.45 -1.87
H: -0.03 6.48 -3.41
C: 2.20 -0.37 1.40
H: -0.68 1.17 -2.69
C: 0.24 -4.31 0.17
H: -1.04 -4.89 3.25
C: 1.00 -2.63 1.70
H: -1.37 6.57 -1.35
C: 0.95 -3.17 0.39
H: 0.69 1.56 -3.69
C: -0.43 -4.98 1.16
C: -1.97 3.30 -2.29
C: -0.58 5.52 -3.05
H: -2.80 4.51 -0.66
H: -1.02 1.45 -4.47

Results
Kohn-Sham gap (alpha / beta) (hartree): 0.06977 / 0.20675
2S+1: 2
LUMO level (alpha / beta) (eV): 2.66 / 2.62
Charge: -1
Total energy (Eh): -674.5175
Relative energy (zero: lowest compared OMol25 entry of this formula, charge and spin) (kJ/mol): 242.5
Expectation value of S²: 0.771

=====

(5)
Below is 2 unconnected molecules or ions with the total composition C16H17N in a non-equilibrium geometry, with properties calculated with wB97M-V/def2-TZVPD.

Positions of all 34 atoms, in Å:
H: -0.35 -1.71 3.07
C: -0.26 -0.82 2.45
H: -1.53 -1.33 -2.18
C: 0.94 -0.57 -2.20
H: -1.10 -2.97 -1.74
C: 0.43 -1.55 -1.36
H: -1.56 -1.83 -0.47
H: -3.88 1.54 -1.19
C: 0.99 1.14 1.78
C: -1.35 -0.44 1.67
H: 1.96 1.61 1.67
C: 2.60 -1.98 -0.47
H: 0.44 3.28 0.11
C: -2.20 1.43 0.10
H: -3.45 -0.04 -0.76
H: -4.28 0.98 0.47
H: 0.33 -0.21 -3.02
C: 2.27 -0.19 -2.05
H: 0.84 -3.08 0.09
H: 2.70 0.69 -2.52
C: 0.91 -0.07 2.46
C: -1.57 2.57 -0.30
N: -0.25 2.55 0.11
H: -1.94 3.36 -0.94
C: 1.25 -2.25 -0.48
C: -1.22 0.67 0.83
H: 4.13 -0.60 -1.08
H: 3.32 -2.58 0.06
C: -0.07 1.48 0.94
C: 3.11 -0.92 -1.23
H: -2.18 -1.13 1.76
C: -3.55 0.96 -0.34
H: 1.76 -0.24 3.10
C: -1.03 -1.93 -1.41

Results
SMILES: Cc1c[nH]c2ccccc12.Cc1ccccc1
Kohn-Sham gap (hartree): 0.32000
LUMO level (eV): 0.91
Charge: 0
Total energy (Eh): -674.6376
Relative energy (zero: lowest compared OMol25 entry of this formula, charge and spin) (kJ/mol): 49.9

=====

(6)
Below is 2 unconnected molecules or ions with the total composition C16H17N in a non-equilibrium geometry, with properties calculated with wB97M-V/def2-TZVPD.

Positions of all 34 atoms, in Å:
C: 1.16 1.79 -0.68
N: 0.26 -1.10 -2.55
C: -1.30 -1.14 0.94
H: -1.50 -1.88 0.18
H: -0.95 1.18 3.98
C: -1.05 0.53 3.11
C: 2.38 -0.70 -1.24
H: -2.63 1.68 2.19
C: -2.11 -0.03 1.04
H: -2.83 0.30 0.31
C: 1.14 -0.38 -1.78
C: -1.94 0.85 2.11
H: 1.40 -2.48 2.48
H: -1.60 -0.73 -3.47
H: 2.71 2.00 0.78
C: -0.71 0.90 -2.25
H: -1.89 2.36 -1.23
H: 2.97 -1.54 -1.60
H: 0.78 2.79 -0.50
H: 0.06 -3.51 1.78
H: -0.99 3.01 -2.47
C: 0.57 0.88 -1.57
H: 3.88 -0.07 0.14
C: -0.88 -0.33 -2.78
H: -2.51 2.03 -2.79
H: 1.09 -2.57 0.75
C: -1.56 2.11 -2.25
H: 0.45 -0.83 3.81
C: 0.61 -2.58 1.74
C: -0.31 -1.39 1.89
C: 2.28 1.37 0.00
H: 0.35 -2.08 -2.76
C: -0.26 -0.61 3.03
C: 2.94 0.18 -0.33

Results
SMILES: Cc1c[nH]c2ccccc12.Cc1ccccc1
Kohn-Sham gap (hartree): 0.31897
LUMO level (eV): 0.85
Charge: 0
Total energy (Eh): -674.6444
Relative energy (zero: lowest compared OMol25 entry of this formula, charge and spin) (kJ/mol): 32.2

=====

(7)
Below is 2 unconnected molecules or ions with the total composition C16H17N in a non-equilibrium geometry, with properties calculated with wB97M-V/def2-TZVPD.

Positions of all 34 atoms, in Å:
H: -0.04 2.52 -1.45
C: 4.30 -1.43 0.27
H: 4.59 -2.60 -1.48
H: -3.66 -0.66 -0.55
C: 3.38 -0.79 1.08
C: 3.84 -2.13 -0.86
H: 2.23 -2.87 -2.04
H: 0.40 1.80 2.16
H: 3.79 -0.36 1.98
C: -0.22 -0.58 0.39
C: 1.61 -1.61 -0.37
C: -1.26 0.97 -2.40
H: -0.62 0.82 -3.26
H: -1.21 -0.26 0.65
C: 0.89 -0.14 1.18
H: -1.31 2.70 0.55
H: -2.70 -0.52 -2.92
C: -2.37 0.17 -2.14
C: -0.89 1.86 -1.40
H: 5.35 -1.50 0.53
C: 0.83 0.81 2.31
C: 2.03 -0.80 0.71
C: -3.77 1.39 1.06
C: -2.97 0.10 -0.89
H: -4.15 2.41 0.99
C: 2.49 -2.27 -1.18
H: 1.79 0.77 2.81
H: -3.29 1.40 2.04
C: -2.75 1.21 -0.05
H: -4.61 0.72 0.99
H: 0.13 0.35 3.04
H: -0.39 -2.06 -1.03
N: 0.22 -1.47 -0.48
C: -1.65 2.04 -0.24

Results
Kohn-Sham gap (alpha / beta) (hartree): 0.32434 / 0.21184
2S+1: 2
LUMO level (alpha / beta) (eV): -3.26 / -6.33
Charge: +1
Total energy (Eh): -674.3604
Relative energy (zero: lowest compared OMol25 entry of this formula, charge and spin) (kJ/mol): 48.4
Expectation value of S²: 0.773

=====

(8)
Below is 2 unconnected molecules or ions with the total composition C16H17N in a non-equilibrium geometry, with properties calculated with wB97M-V/def2-TZVPD.

Positions of all 34 atoms, in Å:
H: 3.07 2.90 -1.47
H: -1.36 1.60 0.46
C: 1.10 -1.47 2.79
N: -0.55 1.37 1.02
H: -3.94 1.48 -1.08
H: -4.37 -0.77 -0.22
H: -1.49 -0.01 2.27
H: 0.80 3.25 -0.67
H: -2.55 -2.56 -0.38
H: -1.78 2.02 -2.11
H: 2.19 -1.53 2.77
C: 3.45 1.20 -0.16
H: -0.61 -3.24 -2.08
H: 0.78 -2.17 -1.79
H: 3.51 -0.19 1.54
C: 1.60 0.64 1.28
H: -0.10 -2.87 -0.52
C: -2.44 -1.57 -0.80
C: 2.70 2.25 -0.70
H: -0.12 0.35 -2.41
C: -1.25 -1.28 -1.46
C: -0.24 -2.40 -1.51
C: -3.17 0.71 -1.10
H: 0.75 -2.43 2.43
C: -1.04 0.00 -1.95
C: -3.38 -0.57 -0.62
C: 1.36 2.41 -0.27
H: 0.82 -1.22 3.82
H: 4.42 1.04 -0.61
C: 0.71 -0.26 2.00
C: 2.93 0.51 0.94
C: -1.97 1.02 -1.75
C: 0.77 1.56 0.63
C: -0.58 0.23 1.75

Results
Kohn-Sham gap (alpha / beta) (hartree): 0.32499 / 0.20347
2S+1: 2
LUMO level (alpha / beta) (eV): -3.45 / -6.78
Charge: +1
Total energy (Eh): -674.3658
Relative energy (zero: lowest compared OMol25 entry of this formula, charge and spin) (kJ/mol): 34.2
Expectation value of S²: 0.769

=====

(9)
Below is a single C16H17N3O molecule, with properties calculated with wB97M-V/def2-TZVPD.

Positions of all 37 atoms, in Å:
H: -0.15 -2.10 4.47
H: -3.20 2.12 1.33
C: -0.80 0.86 -0.22
H: -0.41 -2.16 -1.64
N: -1.00 1.81 -1.04
C: 3.31 -0.28 -2.21
C: 2.20 0.04 -4.31
C: 1.00 -0.32 -3.73
C: 3.36 0.06 -3.55
C: -0.21 -1.81 3.43
N: -0.83 1.04 1.14
C: -0.37 -1.07 -1.75
C: -2.56 2.48 2.15
C: -1.10 2.31 1.74
C: 0.00 -2.76 2.44
H: -0.47 2.43 2.63
H: -3.73 1.77 3.55
C: -0.08 -2.43 1.10
C: -0.58 -0.16 1.77
H: 4.21 -0.26 -1.62
H: 0.10 -3.18 0.34
H: 4.30 0.35 -4.00
H: -1.20 -0.76 -2.39
H: -2.77 3.54 2.32
H: -0.91 1.55 -2.02
H: 0.10 -0.34 -4.33
N: -0.54 -0.49 -0.44
C: 2.11 -0.65 -1.63
H: 0.24 -3.77 2.73
C: 0.94 -0.67 -2.39
C: -0.38 -1.12 0.77
H: 2.07 -0.92 -0.59
H: -0.85 3.07 0.99
H: 2.23 0.31 -5.36
O: -2.79 1.74 3.33
C: -0.51 -0.49 3.11
H: -0.70 0.25 3.88

Results
SMILES: [H]/N=c1/n(CCO)c2ccccc2n1Cc1ccccc1
Kohn-Sham gap (hartree): 0.30082
LUMO level (eV): 0.83
Charge: 0
Total energy (Eh): -859.4295
Relative energy (zero: lowest compared OMol25 entry of this formula, charge and spin) (kJ/mol): 27.8

=====

(10)
Below is a single C16H17N3O2 molecule in a non-equilibrium geometry, with properties calculated with wB97M-V/def2-TZVPD.

Positions of all 38 atoms, in Å:
C: 1.45 3.89 1.20
H: 0.78 3.12 -1.18
H: 1.71 1.22 5.16
C: -3.77 -2.77 -2.06
H: -0.03 -0.97 0.38
C: -4.55 -3.32 -3.06
N: -0.33 -1.75 -1.49
C: 1.53 1.90 3.14
H: 1.65 5.26 2.82
H: -0.88 -2.72 -3.80
H: 2.07 1.93 -1.13
C: 1.35 2.56 0.80
O: 1.30 0.22 1.48
H: -2.04 -1.72 -0.33
C: -3.95 -3.62 -4.27
H: -4.52 -4.06 -5.08
H: 0.42 1.44 -0.78
C: 1.58 4.23 2.54
C: 1.61 3.24 3.50
C: -1.92 -2.89 -3.57
C: -2.41 -2.54 -2.31
H: -4.19 -2.52 -1.10
H: 0.62 0.25 4.14
C: 1.74 -0.93 -0.65
H: 2.79 -1.16 1.20
C: -1.56 -1.96 -1.29
C: 1.56 0.81 4.16
H: 2.36 0.11 3.95
C: 2.31 -0.33 0.65
H: 1.70 3.50 4.54
H: 3.08 0.39 0.40
C: 1.14 2.24 -0.65
H: -5.60 -3.51 -2.90
N: -2.67 -3.41 -4.52
N: 0.41 -1.22 -0.51
H: 1.40 4.67 0.45
O: 2.41 -1.14 -1.63
C: 1.41 1.57 1.78

Results
SMILES: Cc1cccc(C)c1OCC(=O)N/N=C/c1cccnc1
Kohn-Sham gap (hartree): 0.32661
LUMO level (eV): 0.14
Charge: 0
Total energy (Eh): -934.6182
Relative energy (zero: lowest compared OMol25 entry of this formula, charge and spin) (kJ/mol): 234.6

=====

(11)
Below is a single C16H17N3O3S molecule in a non-equilibrium geometry, with properties calculated with wB97M-V/def2-TZVPD.

Positions of all 40 atoms, in Å:
C: -0.19 1.44 0.05
N: 4.71 2.44 -0.03
C: -1.55 -0.34 0.92
H: 1.38 2.09 1.36
H: 3.49 4.04 -0.39
H: -2.10 -3.55 -1.99
H: -0.03 -1.46 -1.32
C: 0.27 0.48 2.22
C: 3.57 2.96 -0.44
C: -1.28 0.57 -0.08
O: -3.86 -0.86 -0.22
H: 1.87 0.19 -1.35
H: -0.74 2.70 -1.47
C: 2.66 0.82 -0.96
O: -3.38 -1.89 1.99
H: 4.03 -0.79 -0.58
O: 1.29 3.79 -2.18
N: 0.07 2.35 -0.97
C: 1.26 2.87 -1.39
C: 4.85 1.13 -0.08
H: -1.45 -3.40 1.71
C: -1.84 -2.66 -1.42
C: -0.31 -2.51 -1.29
H: 0.70 -3.98 -0.02
S: -2.93 -1.47 0.69
H: 0.86 0.47 3.12
H: 0.50 -2.39 0.73
C: 0.03 -3.13 0.07
C: -0.79 -0.40 2.07
C: 2.50 2.20 -0.90
C: 3.86 0.27 -0.54
N: -2.34 -2.83 -0.07
H: 0.19 -3.02 -2.11
H: -2.34 -1.80 -1.86
H: 5.80 0.75 0.26
H: -1.92 0.61 -0.95
C: -1.33 -3.58 0.65
C: 0.57 1.39 1.22
H: -1.50 -4.64 0.46
H: -1.06 -1.10 2.84

Results
SMILES: O=C(Nc1cccc(S(=O)(=O)N2CCCC2)c1)c1cccnc1
Kohn-Sham gap (hartree): 0.34671
LUMO level (eV): 0.12
Charge: 0
Total energy (Eh): -1408.0818
Relative energy (zero: lowest compared OMol25 entry of this formula, charge and spin) (kJ/mol): 153.1

=====

(12)
Below is a single C16H17N3O4S molecule in a non-equilibrium geometry, with properties calculated with wB97M-V/def2-TZVPD.

Positions of all 41 atoms, in Å:
H: -1.19 2.83 3.42
H: -0.52 1.47 4.35
O: -2.96 2.16 -2.97
C: 0.16 -2.21 1.70
O: 2.10 -3.44 -0.95
C: -1.24 2.74 -0.43
C: 1.26 2.07 0.41
H: 1.01 -3.33 3.38
C: -0.03 -1.47 -0.65
N: -1.06 2.44 0.85
H: -2.80 0.44 -1.11
H: 2.07 -2.07 2.71
H: -1.63 1.17 2.98
H: 1.89 2.34 -1.62
C: -1.16 0.30 -2.46
C: 0.61 -1.20 -1.87
O: 0.32 1.72 2.54
H: -0.02 -1.18 2.00
C: -0.83 1.81 3.37
N: 0.58 -2.26 0.31
H: 2.23 1.81 0.80
H: 0.29 2.91 -3.32
C: 1.92 -3.81 1.44
H: 1.55 -1.67 -2.10
H: -0.75 -2.80 1.85
C: -1.84 -0.02 -1.30
O: -1.34 1.67 -4.75
C: 0.05 -0.30 -2.76
C: 1.59 -3.18 0.10
C: 1.33 -2.84 2.46
S: -1.65 1.76 -3.36
C: -1.28 -0.91 -0.40
N: -0.52 2.86 -2.72
H: 1.42 -4.78 1.48
C: 0.14 2.09 1.26
H: -1.81 -1.14 0.51
H: 2.99 -3.97 1.54
H: -2.25 3.01 -0.72
C: -0.22 2.68 -1.37
C: 1.06 2.36 -0.92
H: 0.54 -0.05 -3.68

Results
SMILES: COc1ccc(NS(=O)(=O)c2ccc(N3CCCC3=O)cc2)cn1
Kohn-Sham gap (hartree): 0.32786
LUMO level (eV): 0.33
Charge: 0
Total energy (Eh): -1483.3311
Relative energy (zero: lowest compared OMol25 entry of this formula, charge and spin) (kJ/mol): 240.8

=====

(13)
Below is a single C16H17N3OS2 molecule, with properties calculated with wB97M-V/def2-TZVPD.

Positions of all 39 atoms, in Å:
S: 1.03 -1.63 0.03
C: 3.30 0.07 -0.18
H: 3.35 3.30 -0.29
H: -6.64 -1.93 -0.01
H: -7.33 -0.29 -0.09
C: 1.10 1.01 -0.06
H: -4.01 -2.19 -0.10
C: -0.47 -0.73 0.11
H: -3.86 2.44 1.01
H: 5.87 0.42 -1.06
C: -5.12 -0.24 -1.63
H: 5.74 0.87 1.37
H: -4.20 -1.43 1.48
H: -1.32 2.54 0.05
C: 2.91 2.31 -0.23
N: 1.61 2.24 -0.13
C: -2.65 0.85 0.22
H: -6.61 -0.87 1.41
C: -4.04 -1.23 0.42
C: -6.53 -0.90 0.33
O: -5.08 0.94 0.52
H: -5.81 0.52 -1.98
C: -0.28 0.66 0.05
S: 4.41 -1.27 -0.24
H: 7.43 0.61 0.91
H: 6.70 -1.13 -0.74
H: -5.40 -1.19 -2.07
N: 3.77 1.30 -0.26
H: -4.02 2.18 -0.74
H: 6.52 -0.68 1.73
C: -5.18 -0.34 -0.10
C: -2.72 -0.55 0.27
H: -4.11 0.01 -1.97
C: 6.01 -0.39 -0.34
C: 1.92 -0.14 -0.08
C: 6.45 0.13 1.01
C: -1.42 1.47 0.10
N: -1.64 -1.32 0.22
C: -3.92 1.67 0.23

Results
SMILES: CCSc1ncnc2c1sc1nc3c(cc12)COC(C)(C)C3
Kohn-Sham gap (hartree): 0.30912
LUMO level (eV): -0.07
Charge: 0
Total energy (Eh): -1655.8299
Relative energy (zero: lowest compared OMol25 entry of this formula, charge and spin) (kJ/mol): 0.0